23
Properties=species:S:1:pos:R:3 method="wB97M-V/def2-TZVPD" largest_force_ev_per_a=5.716 lumo_energy_ev=-0.467 relative_energy_ev=2.6415 total_charge=0 energy_ha=-989.0589 orbital_gap_ev=8.741 multiplicity=1 homo_energy_ev=-9.21
C 0.264 -1.820 0.933
C -0.564 -1.499 -0.335
C 0.649 -0.339 1.363
C -0.407 0.556 0.625
C -0.628 1.930 0.807
C -1.849 0.426 -1.271
N -1.073 -0.221 -0.239
O 2.217 -1.116 -1.086
O 3.741 0.760 -0.579
O 2.016 0.083 1.094
O 1.310 1.020 -1.270
S 2.370 0.197 -0.591
H -0.288 -2.411 1.619
H 1.131 -2.310 0.497
H 0.137 -1.472 -1.283
H -1.414 -2.166 -0.419
H 0.497 -0.103 2.347
H -0.034 2.344 1.602
H -1.739 2.088 0.823
H -0.302 2.318 -0.142
H -2.766 0.813 -0.721
H -1.181 1.253 -1.733
H -2.086 -0.330 -2.040

***

20
Properties=species:S:1:pos:R:3 method="wB97M-V/def2-TZVPD" largest_force_ev_per_a=4.337 lumo_energy_ev=0.639 relative_energy_ev=2.6794 total_charge=0 energy_ha=-654.5546 orbital_gap_ev=8.633 multiplicity=1 homo_energy_ev=-7.99
C -1.919 1.084 0.287
Si -0.415 -0.066 -0.176
C 0.044 -1.137 1.245
C -0.919 -1.060 -1.742
C 1.143 1.021 -0.018
C 2.116 1.897 0.117
N 2.700 0.725 -0.309
C 3.951 0.163 0.113
O 4.309 -1.019 0.022
H -1.881 1.282 1.369
H -2.030 2.121 -0.180
H -2.701 0.390 0.140
H -0.856 -1.576 1.676
H 0.857 -1.726 0.891
H 0.481 -0.570 2.049
H -1.086 -2.171 -1.933
H -1.767 -0.596 -2.214
H -0.084 -0.756 -2.445
H 2.401 2.735 0.584
H 4.740 0.883 0.315

***

19
Properties=species:S:1:pos:R:3 method="wB97M-V/def2-TZVPD" largest_force_ev_per_a=5.359 lumo_energy_ev=0.349 relative_energy_ev=4.8949 total_charge=0 energy_ha=-687.9694 orbital_gap_ev=8.368 multiplicity=1 homo_energy_ev=-8.02
C 1.684 2.341 -0.403
C 1.015 1.020 -0.243
C -0.109 0.676 0.522
C -0.889 1.458 1.569
C -0.351 -0.768 0.586
C -0.066 -1.332 2.084
N -0.163 -1.662 -0.372
S -0.577 -1.001 -1.911
H 1.621 2.675 -1.404
H 0.978 3.030 0.092
H 2.675 2.511 -0.022
H 1.668 0.238 -0.638
H -0.443 1.295 2.739
H -1.207 2.553 1.563
H -2.086 1.357 1.676
H 0.783 -0.499 2.518
H -1.134 -1.142 2.635
H 0.076 -2.442 2.195
H -0.264 -2.297 -2.867

***

19
Properties=species:S:1:pos:R:3 method="wB97M-V/def2-TZVPD" largest_force_ev_per_a=5.457 lumo_energy_ev=0.741 relative_energy_ev=3.5940 total_charge=0 energy_ha=-688.0172 orbital_gap_ev=8.997 multiplicity=1 homo_energy_ev=-8.26
C 0.372 -2.296 -0.931
C -0.579 -1.243 -0.430
C 0.947 0.388 -0.721
C -1.692 -0.944 -1.317
C 0.664 1.308 1.480
C 1.620 0.944 0.426
N 1.404 -2.139 -1.676
S 2.028 -0.630 -1.826
H 0.343 -3.259 -0.602
H -0.859 -1.190 0.603
H 0.210 1.013 -1.088
H -2.519 -1.553 -1.235
H -1.439 -1.004 -2.407
H -1.952 0.092 -1.093
H -0.010 0.508 1.508
H 0.116 2.265 1.252
H 1.181 1.318 2.391
H 2.446 0.218 0.718
H 2.044 1.802 -0.083

***

19
Properties=species:S:1:pos:R:3 method="wB97M-V/def2-TZVPD" largest_force_ev_per_a=4.328 lumo_energy_ev="0.018 / -0.438" relative_energy_ev=5.5672 total_charge=0 energy_ha=-687.9446 orbital_gap_ev="7.775 / 7.970" multiplicity=1 homo_energy_ev="-7.76 / -8.41"
C 1.957 2.113 -0.344
C 0.952 1.822 0.378
C -0.643 -0.508 -0.550
C 0.464 -1.291 1.634
C -2.892 -0.235 -0.974
C 0.509 -0.809 0.183
N -1.842 -0.667 -0.081
S 2.053 -1.143 -0.665
H 2.482 3.037 -0.532
H 2.249 1.254 -1.111
H 0.576 2.288 1.330
H -0.580 -0.502 -1.661
H 1.476 -1.160 1.981
H 0.053 -2.267 1.620
H -0.267 -0.551 2.024
H -3.568 0.534 -0.549
H -3.372 -1.178 -1.013
H -2.455 -0.050 -1.979
H 2.847 -0.687 0.311

***

19
Properties=species:S:1:pos:R:3 method="wB97M-V/def2-TZVPD" largest_force_ev_per_a=1.577 lumo_energy_ev=0.592 relative_energy_ev=0.9753 total_charge=0 energy_ha=-688.1134 orbital_gap_ev=8.961 multiplicity=1 homo_energy_ev=-8.37
C 2.384 -1.188 -0.928
C 1.033 -0.851 -1.543
C -0.134 -0.782 -0.569
C -1.469 -0.443 -1.202
C -0.157 -1.634 0.682
N 0.138 -0.231 0.740
C -0.416 0.776 1.437
S -0.752 2.277 0.868
H 3.136 -1.111 -1.658
H 2.422 -2.212 -0.530
H 2.633 -0.487 -0.110
H 0.771 -1.600 -2.312
H 1.104 0.123 -2.035
H -1.415 0.546 -1.676
H -2.256 -0.401 -0.458
H -1.715 -1.220 -1.993
H -1.147 -1.943 1.057
H 0.650 -2.315 0.888
H -0.567 0.538 2.494